[1]
The following is a quantum chemistry calculation of a cluster of 7 separate species, C31H47BF8O19PS in total at a distorted geometry, from OMol25.

Computed properties:
**Strongest force on any atom**: 5.09 eV/A
**Energy**: -114352.2210 eV
**Net charge**: -1

Each line ends with the Mulliken charge.
CARTESIAN COORDINATES (ANGSTROEM)
H 7.836614 3.881384 -4.816707  -0.038
C -0.624718 1.387644 1.307990  0.832
O 5.386728 -1.398023 -0.556759  -0.363
C -4.797077 -0.575288 1.406817  0.016
C 8.076487 2.852047 -4.531382  -0.048
H -0.688135 -0.717485 2.672769  0.336
O 8.547383 0.801106 -5.398627  -0.354
O 9.758963 4.803628 -7.512847  -0.533
O -1.850318 0.930513 1.980820  -0.386
H 5.854644 8.608278 -7.020442  0.371
C 4.834722 -0.965878 -1.790379  0.666
C 1.471795 -3.925283 0.693286  1.322
H 2.726457 -5.474995 1.546300  0.325
O 0.634183 -3.746209 -0.437915  -0.434
C -5.729319 -1.494252 0.366691  -0.729
H -5.412212 -2.636517 0.388958  0.076
P -2.330960 -2.492222 4.505193  0.099
C -1.794394 -0.492440 2.347435  -0.772
H -7.484853 0.218162 6.797117  0.357
H -5.211487 -5.570926 -0.380452  0.329
C 6.650431 8.227863 -7.667593  -1.456
O -7.739317 2.282465 8.614932  -0.350
C -7.333530 -5.554603 -0.747398  0.479
C 6.999346 6.792398 -7.329730  0.471
C -8.900927 -3.970233 -0.872989  0.561
H -5.751056 -6.817696 -1.524437  0.400
H -5.953485 0.934379 7.270126  0.332
O 6.572669 -0.188621 -4.796567  -0.560
C 4.471820 -2.245007 0.002625  0.577
O -9.513062 -2.938313 -0.653106  -0.549
F -0.349517 0.668832 0.024594  -0.248
O -7.586145 -4.171089 -0.559376  -0.141
C 7.360012 6.588711 -5.889279  -0.498
C -0.454636 -3.041663 -0.007294  0.440
H 10.674197 3.402631 -5.288396  0.343
C -4.158685 -1.641163 2.482322  -0.004
H 7.526093 8.880379 -7.577530  0.359
C -7.718427 3.577660 9.050111  0.603
H -7.112668 4.070600 6.018430  0.336
H 1.550536 -6.062826 0.342228  0.444
C 8.917128 2.161188 -5.562160  0.681
H -5.788517 3.523327 7.078832  0.235
H 2.805933 -1.289470 -2.469780  0.342
C -3.463599 0.167824 4.472172  0.909
C -2.350772 0.779147 5.500629  0.131
H -8.034741 -5.738725 -2.805760  0.298
H -6.598541 1.226053 5.633985  0.323
B -2.941802 -0.978371 3.430209  0.556
C 2.223031 -5.238362 0.604301  -1.731
F -2.087428 -0.093835 6.705508  -0.278
H 10.739986 1.839194 -4.434312  0.412
H -5.500719 -1.124239 -0.739345  0.286
H -5.509005 0.229550 1.870508  0.152
H 0.013249 -4.830589 2.040700  0.166
H 7.896205 7.434851 -5.446819  0.305
H -2.839382 1.765499 5.965040  0.152
H -8.618282 2.365943 6.770064  0.244
H -3.588685 -2.455890 1.820111  0.001
C 7.278124 0.801873 -4.892337  0.592
S -0.461923 -2.375174 5.022527  -0.485
C 8.809018 5.493874 -7.182571  0.565
H 8.521942 2.854454 -3.530987  0.319
F -4.147182 1.338393 3.836889  -0.349
C 10.406179 2.343663 -5.347962  -1.504
H 2.177870 -3.086889 0.730594  -0.054
C -7.611106 2.329466 7.202619  0.557
O -7.987904 3.928212 10.186956  -0.573
H -5.636299 -5.109069 -2.019969  0.353
O -0.482713 -2.964477 1.357012  0.045
C 5.276658 0.447501 -2.112104  -1.522
H 5.170861 -1.655367 -2.574249  0.237
H -1.954829 -1.099111 1.331562  -0.129
O 3.282892 -2.198883 -0.669978  -0.230
H -3.151342 -2.646324 5.711026  0.108
F -4.521512 -0.453756 5.356314  -0.309
H -2.514340 -3.671221 3.696705  0.026
F -5.159519 -2.405647 3.268164  -0.475
O 6.904457 2.057551 -4.502823  -0.290
H -7.515739 -6.066784 0.205130  0.207
F -1.074268 1.211091 4.894698  -0.225
H 5.151400 1.108548 -1.247234  0.458
O 4.686453 -2.946943 0.976861  -0.562
H 6.342844 0.461201 -2.362219  0.175
H 6.314972 8.299303 -8.707719  0.356
H 0.956438 -3.494867 2.750332  0.376
H 6.484563 6.360448 -5.272863  0.348
H -6.867811 -1.315443 0.570579  0.231
F 0.574071 1.460425 2.208683  -0.243
H 6.187209 6.122783 -7.637768  0.267
O -1.293716 -2.549807 -0.743460  -0.599
O 8.181963 6.389510 -8.002318  -0.337
O 8.235039 5.476411 -5.942281  -0.299
H 4.717467 0.857894 -2.958082  0.381
H 2.977100 -5.188095 -0.188386  0.348
F -0.889028 2.819590 0.904985  -0.297
H 8.640009 2.469937 -6.577402  0.206
C -8.354784 -5.933830 -1.776813  -0.490
H -4.016411 -0.031077 0.725812  0.066
C 3.360934 -1.089999 -1.547462  -0.632
C -6.864912 1.114553 6.689168  -1.395
C -6.875636 3.617407 6.986375  -0.350
H 2.922854 -0.218486 -1.049689  0.319
C 0.497023 -3.870891 1.830533  -0.541
H 10.964038 1.891090 -6.174684  0.330
C -5.905723 -5.784381 -1.200191  -1.423
H -8.657723 -6.982328 -1.691006  0.325
O -7.351243 4.428487 8.045450  -0.333
O -9.438917 -5.075858 -1.469844  -0.343

Forces on atoms 1 to 2 (eV/Å):
H 0.0 -0.6 0.2
C -1.9 1.5 0.3

[2]
The following is a quantum chemistry calculation of a structure of composition C32H30F3I2N6OPrS2Si at a distorted geometry, from OMol25.

Computed properties:
**Strongest force on any atom**: 1.33 eV/A
**Multiplicity**: 3
**Energy**: -112633.5463 eV
**<S²>**: 2.003

Each line ends with the Mulliken spin population.
CARTESIAN COORDINATES (ANGSTROEM)
C 1.383294 0.472669 4.077125  0.001
N -2.076071 4.604264 0.109227  0.000
C 1.690417 2.812215 -4.560187  0.001
S -0.211568 4.288418 1.975624  0.000
C 5.463733 -1.217471 -0.658522  0.000
C -1.670017 -5.111026 -0.985006  -0.001
I -3.099342 -6.632099 -1.060611  0.000
Pr 0.402090 -0.048272 -0.209884  2.018
S -1.203067 1.767974 -1.927246  -0.006
H 5.467913 -1.962423 -1.446099  0.000
H 0.864206 1.412990 3.889582  0.000
C -1.527602 -4.253147 -2.068094  0.001
H 7.600725 -1.188077 -0.451297  0.000
C -3.347153 -2.798517 1.437856  0.000
H 3.760732 -1.552157 2.774356  0.000
H 7.567912 0.508034 1.352265  0.000
H -2.582650 4.204328 -0.665907  0.000
C 2.710429 -1.899173 4.611534  0.000
C -2.215372 -1.999285 1.403694  -0.001
H -4.752033 -1.688762 -1.432990  0.000
C -1.168786 -2.052322 2.494681  0.001
C -2.923089 -1.018067 -0.546615  0.001
H 3.344688 -1.075690 -0.642383  0.000
F -1.696444 2.508032 -4.976193  0.000
C 2.343529 0.024229 3.157959  -0.001
C 6.657854 -0.784574 -0.101127  0.000
F -0.364205 4.005174 -5.770178  0.000
C -0.044917 -3.863343 0.273404  0.001
C 3.005028 -1.174542 3.457817  -0.001
H -1.115851 -5.545721 1.046284  0.000
C 4.205129 0.264457 0.822108  -0.004
C -4.062379 -1.798171 -0.606974  -0.001
C 0.177219 -3.030431 -0.826279  -0.001
H -2.550268 2.225603 0.297684  0.000
H -5.148199 -3.355429 0.407423  0.000
C -0.945372 -4.910436 0.183375  0.001
H -3.477011 -3.509758 2.244845  0.000
I -0.442641 -1.697212 -3.395486  -0.001
N 1.378415 1.382598 -2.235279  -0.003
N -1.290344 1.525440 1.716313  0.001
H -1.609056 5.476554 -0.063422  0.000
H -0.506715 2.042226 2.137076  -0.001
H -1.256480 -1.144728 3.096058  -0.001
H 0.344488 0.133194 5.929061  0.000
C 0.441639 2.704662 -3.978235  -0.001
H 1.709226 -3.389910 1.404044  -0.001
F -1.294197 4.306605 -3.847736  0.000
H 0.829717 -1.765877 2.689880  -0.001
H 0.429017 -4.175826 2.344712  0.000
N -2.004305 -1.120358 0.418919  0.001
C 2.789896 2.205141 -3.969380  0.000
N 0.193574 -2.090804 1.969383  0.000
N -2.043060 2.557223 1.102251  0.000
H 1.517609 -1.999579 6.399869  0.000
H 3.778746 2.281569 -4.398637  0.000
H -2.133521 -4.368189 -2.956671  0.000
H 2.898244 2.310711 1.928682  -0.002
C 6.636856 0.166707 0.913687  0.000
C -4.276721 -2.710962 0.413013  0.000
C 1.084976 -0.243382 5.231847  0.000
C -1.482095 3.794567 1.009294  0.000
C 0.629972 -3.443402 1.554692  -0.001
H -1.845120 1.183265 2.492941  0.000
C -0.607368 -3.222809 -1.967834  0.000
Si 2.540435 0.928419 1.482581  -0.001
C 5.427855 0.679422 1.364834  0.001
C 4.256678 -0.694534 -0.198127  0.002
O 1.058806 -2.042862 -0.748198  -0.005
C 0.292668 1.974915 -2.779725  0.003
C -0.735022 3.375509 -4.635744  -0.001
H 5.430002 1.422897 2.156429  0.000
C 2.580115 1.499583 -2.809239  0.001
C 1.744034 -1.440117 5.499492  0.000
H 3.400317 1.006511 -2.298890  0.000
H 3.239318 -2.823100 4.819644  0.000
H -1.384976 -2.899386 3.154292  0.000
H 1.805036 3.373446 -5.477027  0.000
H -2.722374 -0.284516 -1.318405  -0.002

Forces on atoms 1 to 2 (eV/Å):
C 0.0 -0.1 0.0
N 0.0 0.1 0.0

[3]
The following is a quantum chemistry calculation of a structure of composition C2H4N2OS at a distorted geometry, from OMol25.

Computed properties:
**Strongest force on any atom**: 5.95 eV/A
**Energy**: -17998.1108 eV

Each line ends with the Mulliken charge.
CARTESIAN COORDINATES (ANGSTROEM)
N -1.417875 -1.027201 0.026813  -0.580
H 0.026009 1.658139 0.208168  0.375
C 1.494089 -0.518821 0.459294  -0.111
O 0.890797 -0.258091 1.514329  -0.432
N -0.321662 1.035599 -0.862250  -0.377
C -1.412990 0.347047 -0.246705  0.132
S 1.059263 0.112053 -1.169552  0.063
H 2.459764 -1.022460 0.355619  0.319
H -2.407984 1.095650 -0.250469  0.272
H -0.369411 -1.421915 -0.035247  0.340

Forces on atoms 1 to 2 (eV/Å):
N 1.4 5.7 -0.9
H -1.2 -1.6 -4.1

[4]
The following is a quantum chemistry calculation of a cluster of 8 separate species, C20H53N2O7S2 in total at a distorted geometry, from OMol25.

Computed properties:
**Strongest force on any atom**: 1.21 eV/A
**Energy**: -60575.7087 eV
**Net charge**: +1

Each line ends with the Mulliken charge.
CARTESIAN COORDINATES (ANGSTROEM)
H 4.578056 2.775012 -1.862442  0.189
H -0.915595 -6.293965 0.657746  -0.069
O 0.001995 4.350593 3.101615  -0.470
H -2.773676 6.004161 -6.976014  0.346
H -0.938724 0.785103 -1.890040  0.276
H 3.109662 3.611337 -3.448209  0.227
S 0.475272 3.374524 -2.167743  -0.201
H 0.054819 -11.111539 -0.777303  0.334
C 4.791869 1.652491 -3.696371  -0.903
H 0.361417 0.850009 1.959346  0.268
H 0.264901 -4.421619 0.010444  0.247
O -0.677897 -4.420803 -0.179896  -0.444
H 5.458962 0.900081 -3.273083  0.328
H 1.615877 -10.372029 -0.391711  0.330
H -2.647732 6.700868 -5.354506  0.344
H 0.468513 -10.710829 0.898687  0.293
H 4.123473 3.873824 6.174533  0.285
H -0.174762 3.666336 2.453183  0.247
C -1.251204 -0.854724 0.427003  0.173
N -0.496735 1.084689 -1.028752  0.291
H -1.462954 3.630896 4.371837  0.280
H -1.017769 -1.622022 -0.302769  0.082
H -1.107350 -9.013921 -0.035130  0.296
C -2.244915 5.938962 -6.025489  -1.075
H -0.462029 -1.062232 -3.305605  0.264
H -2.906648 0.398402 1.020697  0.589
C 4.857322 2.948511 -2.909141  -0.169
C -1.512078 -3.443142 -3.440656  -0.835
H -0.690622 3.226956 -2.827601  0.166
H 5.073683 1.825747 -4.734560  0.273
H 4.874148 4.898174 8.330689  0.350
H -3.101156 0.071886 -1.510150  0.268
N 0.188587 1.093032 0.996221  0.139
H -0.194907 4.620558 5.105289  0.270
H -1.467464 -3.775985 2.313671  0.198
H -3.445167 4.320197 -5.251305  0.259
H -2.371123 -5.292500 0.543367  0.333
C -2.766321 -0.571291 0.548934  -1.393
O 0.575933 -8.041553 0.544453  -0.530
S -5.265653 -0.108239 -0.533724  -0.237
H -2.087780 -1.845444 -4.780118  0.332
H 4.097056 6.115249 7.307230  0.340
H -3.556152 -1.600638 -1.152554  0.106
H -1.972690 3.801388 -6.080173  0.301
C -2.099211 -2.073045 -3.711882  -0.445
C 0.553609 -10.383331 -0.137354  -1.105
H 1.306470 3.006434 0.883844  0.663
H 0.029986 -8.675540 -1.347737  0.250
C 3.399519 4.100606 6.964733  -0.266
C -1.307348 -5.283507 0.777682  0.164
H -3.129568 -2.016596 -3.366132  0.292
C 3.931126 5.194227 7.870466  -1.106
H -1.523811 -3.666210 -2.372230  0.076
H 1.508583 -8.012714 0.311554  0.281
C -0.052959 -9.004086 -0.306681  -0.172
H -0.906933 -1.149287 1.412514  0.352
H -1.193443 6.172255 -6.192537  0.285
C -0.536022 0.405962 0.121916  -0.304
H -0.471999 -3.489978 -3.772333  0.303
C -2.391539 4.558213 -5.420171  -0.267
H -2.074385 -4.215139 -3.965142  0.393
H 3.217828 3.188966 7.531665  0.281
H 5.866317 3.355278 -2.924976  0.292
H -2.045399 5.109788 -3.574673  0.266
H 2.296153 5.264098 5.857218  0.267
H 3.773873 1.252362 -3.695723  0.228
H 3.211552 5.417114 8.658073  0.281
C -1.078702 -4.790276 2.193598  -1.084
H -3.211160 -1.312278 1.205354  0.596
O -1.680628 4.452712 -4.176937  -0.495
C 0.390474 2.586976 4.737399  -0.821
H 0.208369 1.792393 3.998415  0.157
H -5.244999 0.344491 0.726425  0.142
C -0.387462 3.835708 4.379351  -0.248
O 2.150389 4.463121 6.370887  -0.442
C -3.520034 -0.590696 -0.765963  -0.092
C 0.246478 2.238638 -0.859340  0.069
H 0.101871 2.212386 5.718676  0.383
H -0.010832 -4.762380 2.423728  0.319
H 1.456047 2.794898 4.745216  0.190
O -1.377868 -1.047301 -3.007445  -0.405
O 4.009530 3.948481 -3.465232  -0.479
H -1.568661 -5.438814 2.919567  0.386
C 0.692343 2.259550 0.424301  -0.883

Forces on atoms 1 to 2 (eV/Å):
H 0.1 0.0 0.0
H -0.1 0.0 0.1

[5]
The following is a quantum chemistry calculation of a cluster of 2 separate species, C3H9NS in total at a distorted geometry, from OMol25.

Computed properties:
**Strongest force on any atom**: 7.53 eV/A
**Energy**: -15577.1216 eV

Each line ends with the Mulliken charge.
CARTESIAN COORDINATES (ANGSTROEM)
H -1.196060 -1.137079 1.139132  0.336
C 0.877657 -1.423873 0.062796  -0.986
H 1.314822 -0.431932 -0.449601  0.311
H 1.057567 -2.321110 -0.441494  0.280
H -0.299026 2.972887 -0.034860  0.261
C -0.167034 0.794897 0.780333  -0.448
H -1.111956 1.117418 1.060458  0.444
H 0.825418 0.663637 1.540661  0.255
H -0.658757 1.478232 -1.173024  0.241
C -0.522956 -0.774626 0.175970  -0.124
H 0.949518 -1.527081 1.179540  0.256
N 0.143247 1.600417 -0.316343  -0.722
S -1.145942 -0.735340 -1.479342  -0.262
H -0.066497 -0.276448 -2.044225  0.157

Forces on atoms 1 to 2 (eV/Å):
H 1.1 0.2 -3.3
C -0.9 4.2 2.2

Repeat the third record exactly.
The following is a quantum chemistry calculation of a structure of composition C2H4N2OS at a distorted geometry, from OMol25.

Computed properties:
**Strongest force on any atom**: 5.95 eV/A
**Energy**: -17998.1108 eV

Each line ends with the Mulliken charge.
CARTESIAN COORDINATES (ANGSTROEM)
N -1.417875 -1.027201 0.026813  -0.580
H 0.026009 1.658139 0.208168  0.375
C 1.494089 -0.518821 0.459294  -0.111
O 0.890797 -0.258091 1.514329  -0.432
N -0.321662 1.035599 -0.862250  -0.377
C -1.412990 0.347047 -0.246705  0.132
S 1.059263 0.112053 -1.169552  0.063
H 2.459764 -1.022460 0.355619  0.319
H -2.407984 1.095650 -0.250469  0.272
H -0.369411 -1.421915 -0.035247  0.340

Forces on atoms 1 to 2 (eV/Å):
N 1.4 5.7 -0.9
H -1.2 -1.6 -4.1

Repeat the fifth record exactly.
The following is a quantum chemistry calculation of a cluster of 2 separate species, C3H9NS in total at a distorted geometry, from OMol25.

Computed properties:
**Strongest force on any atom**: 7.53 eV/A
**Energy**: -15577.1216 eV

Each line ends with the Mulliken charge.
CARTESIAN COORDINATES (ANGSTROEM)
H -1.196060 -1.137079 1.139132  0.336
C 0.877657 -1.423873 0.062796  -0.986
H 1.314822 -0.431932 -0.449601  0.311
H 1.057567 -2.321110 -0.441494  0.280
H -0.299026 2.972887 -0.034860  0.261
C -0.167034 0.794897 0.780333  -0.448
H -1.111956 1.117418 1.060458  0.444
H 0.825418 0.663637 1.540661  0.255
H -0.658757 1.478232 -1.173024  0.241
C -0.522956 -0.774626 0.175970  -0.124
H 0.949518 -1.527081 1.179540  0.256
N 0.143247 1.600417 -0.316343  -0.722
S -1.145942 -0.735340 -1.479342  -0.262
H -0.066497 -0.276448 -2.044225  0.157

Forces on atoms 1 to 2 (eV/Å):
H 1.1 0.2 -3.3
C -0.9 4.2 2.2

- energy of number 5 (C3H9NS)?
  -15577.1216 eV